1.
Molecular formula: C6H8N2O3S
Method: DFT, ωB97M-V/def2-TZVPD

Structure (XYZ):
```
20
Properties=species:S:1:pos:R:3
C 1.618 -1.631 0.213
C 0.428 -1.654 0.745
C 1.970 -0.371 -0.408
C 0.077 0.827 1.756
C -0.095 0.221 0.394
C -1.361 -0.464 -2.167
N 1.046 0.510 -0.366
N 0.286 2.202 1.669
O 0.134 0.218 2.796
O -1.630 1.784 -0.807
O -2.655 -0.242 0.157
S -1.601 0.403 -0.554
H 2.339 -2.542 0.211
H -0.173 -2.351 1.426
H 2.996 -0.225 -0.939
H -0.669 0.097 -2.623
H -1.237 -1.517 -2.093
H -2.393 -0.413 -2.621
H 0.302 2.488 0.720
H 0.618 2.660 2.492
```

Summary:
Molar mass = 188.2 g/mol
Orbital gap = 9.67 eV
HOMO level = -9.788 eV
2S+1 = 1
E_LUMO = -0.004 Eh
Energy relative to the best compared isomer or geometry (same formula, charge and spin) = 349.3 kJ/mol
Total charge = 0

Here is what Löwdin gives for the atomic charges, in e:
1. C -0.1534
2. C 0.0889
3. C -0.1223
4. C -0.4996
5. C -0.3505
6. C -0.0840
7. N 0.0383
8. N 0.1886
9. O 0.0836
10. O -0.2872
11. O -0.2953
12. S 0.6326
13. H 0.1373
14. H 0.1260
15. H 0.1504
16. H 0.0065
17. H 0.0567
18. H 0.0975
19. H 0.0741
20. H 0.1118

2.
Molecular formula: C6H8N2O5Ru
Method: DFT, ωB97M-V/def2-TZVPD

Structure (XYZ):
```
22
Properties=species:S:1:pos:R:3
Ru 1.145 -0.877 -0.495
O 2.163 -1.593 2.382
C 1.711 -1.287 1.320
C 0.952 -0.624 -2.436
O 0.923 -0.513 -3.622
C 0.358 -2.650 -0.652
O 0.057 -3.773 -0.791
C 2.285 0.733 -0.441
O 3.075 1.625 -0.448
H 3.851 -2.320 -0.937
H 3.722 -2.181 -1.650
C -1.873 2.840 0.320
N -2.202 1.572 0.946
C -1.473 0.482 0.639
N -1.776 -0.697 1.270
O -0.540 0.651 -0.216
H -0.933 2.743 -0.214
H -1.787 3.599 1.102
H -2.666 3.115 -0.377
H -2.944 1.450 1.601
H -1.375 -1.580 0.927
H -2.673 -0.715 1.771
```

Summary:
Molar mass = 289.2 g/mol
Orbital gap (alpha / beta) = 5.96 / 6.96 eV
HOMO level (alpha / beta) = -18.553 / -24.106 eV
2S+1 = 6
E_LUMO (alpha / beta) = -0.463 / -0.630 Eh
Total charge = +3

Here is what Löwdin gives for the atomic charges, in e:
1. Ru 1.2817
2. O 0.2403
3. C -0.1374
4. C -0.0959
5. O 0.2555
6. C -0.1822
7. O 0.2469
8. C -0.1123
9. O 0.2423
10. H 0.0542
11. H 0.0560
12. C 0.1127
13. N 0.2669
14. C -0.4256
15. N 0.3138
16. O -0.0715
17. H 0.1146
18. H 0.1674
19. H 0.1763
20. H 0.1987
21. H 0.1201
22. H 0.1775

3.
Molecular formula: C6H8N2S
Method: DFT, ωB97M-V/def2-TZVPD

Structure (XYZ):
```
17
Properties=species:S:1:pos:R:3
C 0.354 0.927 0.372
C 0.989 -1.060 -0.595
C -0.172 -1.700 -0.444
C -2.035 0.669 0.617
C 1.346 0.116 0.189
C 2.819 0.469 0.376
N -0.843 1.244 0.133
N -3.099 0.953 -0.235
S -1.531 -1.319 0.603
H 1.805 -1.343 -1.338
H -0.342 -2.690 -0.948
H -2.157 1.037 1.651
H 3.153 0.637 -0.632
H 3.223 -0.520 0.607
H 3.005 1.195 1.058
H -3.833 0.327 -0.212
H -2.683 1.058 -1.201
```

Summary:
Molar mass = 140.2 g/mol
SMILES string = CC1=C=N[C@@H](N)SC=C1
Orbital gap = 8.22 eV
HOMO level = -7.999 eV
2S+1 = 1
E_LUMO = 0.008 Eh
Energy relative to the best compared isomer or geometry (same formula, charge and spin) = 330.5 kJ/mol
Total charge = 0

Here is what Löwdin gives for the atomic charges, in e:
1. C -0.0387
2. C -0.1613
3. C -0.4872
4. C -0.5722
5. C -0.3179
6. C -0.0276
7. N 0.0495
8. N 0.0296
9. S 0.8366
10. H 0.1381
11. H 0.0690
12. H 0.1201
13. H 0.0781
14. H 0.0818
15. H 0.0422
16. H 0.0404
17. H 0.1195

4.
Molecular formula: C6H8N3O
Method: DFT, ωB97M-V/def2-TZVPD

Structure (XYZ):
```
18
Properties=species:S:1:pos:R:3
C 2.336 -1.996 -1.457
C 3.162 -1.283 -0.630
C 1.199 -0.666 -0.379
C -2.309 1.069 0.475
C -1.323 1.523 1.582
C -1.417 0.204 -0.429
N 1.044 -1.561 -1.272
N -0.067 0.956 1.264
N -0.153 0.300 0.248
O 2.402 -0.409 0.070
H 2.556 -2.774 -2.157
H 4.220 -1.287 -0.451
H -3.136 0.498 0.892
H -2.721 1.919 -0.062
H -1.199 2.608 1.669
H -1.580 1.173 2.589
H -1.704 -0.850 -0.499
H -1.311 0.576 -1.453
```

Summary:
Molar mass = 138.2 g/mol
Orbital gap (alpha / beta) = 5.96 / 5.74 eV
HOMO level (alpha / beta) = -10.280 / -14.364 eV
2S+1 = 3
E_LUMO (alpha / beta) = -0.159 / -0.317 Eh
Energy relative to the best compared isomer or geometry (same formula, charge and spin) = 175.8 kJ/mol
Total charge = +1

Here is what Löwdin gives for the atomic charges, in e:
1. C 0.0582
2. C 0.0839
3. C -0.1473
4. C -0.1036
5. C -0.1650
6. C -0.1333
7. N 0.2006
8. N 0.0413
9. N -0.0532
10. O 0.1646
11. H 0.1486
12. H 0.1648
13. H 0.1141
14. H 0.1143
15. H 0.1279
16. H 0.1267
17. H 0.1277
18. H 0.1296

5.
Molecular formula: C6H8N3O2S
Method: DFT, ωB97M-V/def2-TZVPD

Structure (XYZ):
```
20
Properties=species:S:1:pos:R:3
C 0.682 -0.938 -0.815
C 1.742 -0.278 -0.468
C 1.381 1.041 0.131
C 2.581 1.839 0.084
C 3.281 -0.143 -0.767
C -3.359 -0.556 0.433
N 3.606 1.219 -0.430
N 0.107 1.216 0.297
N -0.688 0.207 -0.034
O -2.355 0.413 -1.772
O -2.470 1.914 0.095
S -2.309 0.614 -0.383
H 0.283 -1.989 -0.893
H 2.435 2.892 0.358
H 3.957 -0.837 -0.069
H 3.556 -0.382 -1.784
H -3.461 -0.432 1.535
H -4.368 -0.383 0.120
H -2.978 -1.536 0.124
H -0.474 2.117 0.476
```

Summary:
Molar mass = 186.2 g/mol
Orbital gap (alpha / beta) = 8.68 / 8.68 eV
HOMO level (alpha / beta) = -13.997 / -13.996 eV
2S+1 = 1
E_LUMO (alpha / beta) = -0.195 / -0.195 Eh
Energy relative to the best compared isomer or geometry (same formula, charge and spin) = 227.9 kJ/mol
Total charge = +1

Here is what Löwdin gives for the atomic charges, in e:
1. C 0.2716
2. C -0.1262
3. C -0.1338
4. C -0.0367
5. C -0.1089
6. C -0.1077
7. N 0.0982
8. N 0.0615
9. N -0.0942
10. O -0.2416
11. O -0.2478
12. S 0.5818
13. H 0.1424
14. H 0.1420
15. H 0.1888
16. H 0.1278
17. H 0.1002
18. H 0.0765
19. H 0.0813
20. H 0.2247

6.
Molecular formula: C6H8N3OS
Method: DFT, ωB97M-V/def2-TZVPD

Structure (XYZ):
```
19
Properties=species:S:1:pos:R:3
C -0.637 1.556 -2.273
C 1.046 0.869 -3.561
C -0.575 0.232 -1.850
C -1.791 0.487 1.096
C -1.250 -0.399 -0.709
C -0.535 -0.147 0.596
N 0.230 1.824 -3.309
N -2.298 0.453 -0.148
N -0.079 -1.365 1.369
O -2.137 0.794 2.172
S 0.613 -0.592 -2.775
H -1.295 2.219 -1.660
H 1.721 0.896 -4.374
H -1.565 -1.462 -0.972
H 0.265 0.601 0.370
H -3.041 1.069 -0.494
H -0.372 -2.216 0.774
H -0.699 -1.386 2.284
H 0.919 -1.429 1.607
```

Summary:
Molar mass = 170.2 g/mol
SMILES string = [NH3+][C@@H]1C(=O)N[C@H]1c1cncs1
Orbital gap = 9.02 eV
HOMO level = -13.034 eV
2S+1 = 1
E_LUMO = -0.147 Eh
Energy relative to the best compared isomer or geometry (same formula, charge and spin) = 70.6 kJ/mol
Total charge = +1

Here is what Löwdin gives for the atomic charges, in e:
1. C -0.1378
2. C -0.4351
3. C -0.5316
4. C -0.4987
5. C -0.2798
6. C -0.1525
7. N -0.0012
8. N 0.1731
9. N 0.2420
10. O 0.1781
11. S 1.0622
12. H 0.1325
13. H 0.0772
14. H 0.1783
15. H 0.1976
16. H 0.1883
17. H 0.2027
18. H 0.2278
19. H 0.1770

7.
Molecular formula: C6H8N3S
Method: DFT, ωB97M-V/def2-TZVPD

Structure (XYZ):
```
18
Properties=species:S:1:pos:R:3
C 1.302 0.847 -1.036
C 2.055 0.316 1.127
C -0.188 0.697 -0.655
C -1.998 1.395 0.381
C -0.778 -0.620 -0.380
C -0.315 -1.943 -0.906
N 2.246 0.715 -0.197
N -0.802 1.693 -0.150
N 1.118 -0.437 1.425
S -2.216 -0.361 0.453
H 1.589 1.041 -2.040
H 2.813 0.804 1.758
H -2.027 1.839 1.404
H -2.767 1.829 -0.179
H -1.041 -2.106 -1.853
H -0.562 -2.690 -0.296
H 0.657 -2.229 -1.312
H 0.914 -0.789 2.457
```

Summary:
Molar mass = 154.2 g/mol
Orbital gap = 8.00 eV
HOMO level = -13.877 eV
2S+1 = 1
E_LUMO = -0.216 Eh
Energy relative to the best compared isomer or geometry (same formula, charge and spin) = 279.7 kJ/mol
Total charge = +1

Here is what Löwdin gives for the atomic charges, in e:
1. C -0.0282
2. C -0.2654
3. C -0.2582
4. C -0.4569
5. C -0.4399
6. C -0.0443
7. N 0.1052
8. N 0.0990
9. N 0.1260
10. S 1.1907
11. H 0.1155
12. H 0.1350
13. H 0.1469
14. H 0.1064
15. H 0.1723
16. H 0.0323
17. H 0.1109
18. H 0.1527

8.
Molecular formula: C6H8N4O
Method: DFT, ωB97M-V/def2-TZVPD

Structure (XYZ):
```
19
Properties=species:S:1:pos:R:3
C -0.515 1.371 -0.805
C 0.295 -0.696 0.069
C -0.963 -1.364 0.115
C -0.841 -2.752 0.149
C 0.382 -3.367 0.242
C 1.493 -1.356 0.095
H -0.409 3.855 1.037
H 0.913 3.990 0.076
H -0.890 3.437 -1.165
H 0.862 1.111 0.883
H -1.978 -0.590 0.131
H -1.647 -3.286 0.112
H 0.661 -4.368 0.448
H 2.408 -1.192 0.136
N 0.138 3.392 0.510
N -0.430 2.866 -0.686
N 0.293 0.735 0.050
N 1.485 -2.739 0.251
O -1.255 0.956 -1.650
```

Summary:
Molar mass = 152.2 g/mol
SMILES string = NNC(=O)Nc1cccnc1
Orbital gap = 9.98 eV
HOMO level = -9.205 eV
2S+1 = 1
E_LUMO = 0.028 Eh
Energy relative to the best compared isomer or geometry (same formula, charge and spin) = 379.6 kJ/mol
Total charge = 0

Here is what Löwdin gives for the atomic charges, in e:
1. C -0.5242
2. C -0.2275
3. C 0.0328
4. C -0.0499
5. C -0.1898
6. C -0.0137
7. H -0.0210
8. H 0.1270
9. H 0.0142
10. H 0.1868
11. H 0.2018
12. H 0.0415
13. H 0.1034
14. H 0.0333
15. N 0.0355
16. N 0.0159
17. N 0.1031
18. N 0.0594
19. O 0.0713

9.
Molecular formula: C6H8N4O2
Method: DFT, ωB97M-V/def2-TZVPD

Structure (XYZ):
```
20
Properties=species:S:1:pos:R:3
C -2.048 -2.249 0.137
C -0.312 -0.388 0.242
C 1.831 -0.330 0.015
C 0.925 1.672 0.330
C -0.369 1.063 0.242
C -1.483 1.929 -0.244
H -1.935 -2.573 1.200
H -1.352 -2.751 -0.618
H -3.102 -2.315 -0.297
H -2.338 -0.089 0.087
H 2.901 -2.193 -0.328
H 3.908 -0.900 -0.676
H 1.940 3.502 0.240
H -1.105 2.985 -0.278
N -1.594 -0.804 -0.042
N 0.726 -1.086 0.207
N 2.984 -1.272 -0.214
N 2.097 0.954 0.070
O 1.076 3.056 0.086
O -2.747 1.789 -0.160
```

Summary:
Molar mass = 168.2 g/mol
SMILES string = CNc1nc(N)nc(O)c1C=O
Orbital gap = 8.54 eV
HOMO level = -8.819 eV
2S+1 = 1
E_LUMO = -0.010 Eh
Energy relative to the best compared isomer or geometry (same formula, charge and spin) = 248.5 kJ/mol
Total charge = 0

Here is what Löwdin gives for the atomic charges, in e:
1. C -0.0560
2. C -0.3493
3. C -0.3612
4. C -0.2111
5. C -0.0608
6. C -0.1470
7. H 0.0816
8. H 0.0886
9. H 0.0937
10. H 0.0996
11. H -0.0028
12. H 0.1338
13. H 0.1308
14. H 0.1246
15. N -0.0003
16. N 0.1756
17. N 0.1091
18. N 0.1587
19. O 0.0208
20. O -0.0283

10.
Molecular formula: C6H8N6O2
Method: DFT, ωB97M-V/def2-TZVPD

Structure (XYZ):
```
22
Properties=species:S:1:pos:R:3
C 1.019 0.736 1.790
C 1.030 0.824 -0.625
C 0.828 2.124 1.765
C 0.893 2.210 -0.566
C 0.882 0.056 0.555
C -1.604 -1.645 -1.145
N 0.893 -1.255 0.662
N -0.380 -1.780 -1.627
N -2.667 -1.334 -1.955
N 0.902 2.854 0.574
N -1.767 -1.671 0.271
N 0.582 -2.163 -0.886
O 0.842 4.131 0.671
O -3.752 -1.246 -1.408
H 0.895 0.150 2.683
H 0.828 0.237 -1.564
H 1.132 2.703 2.614
H 0.974 2.742 -1.489
H -0.981 -1.446 0.805
H -2.572 -1.087 0.493
H 0.467 -3.096 -0.222
H 1.558 -2.042 -1.394
```

Summary:
Molar mass = 196.2 g/mol
Orbital gap (alpha / beta) = 4.49 / 4.49 eV
HOMO level (alpha / beta) = -7.069 / -7.068 eV
2S+1 = 1
E_LUMO (alpha / beta) = -0.095 / -0.095 Eh
Energy relative to the best compared isomer or geometry (same formula, charge and spin) = 600.6 kJ/mol
Total charge = 0

Here is what Löwdin gives for the atomic charges, in e:
1. C -0.0076
2. C -0.0217
3. C 0.0143
4. C -0.0513
5. C -0.4504
6. C -0.3591
7. N 0.0745
8. N 0.0122
9. N 0.0326
10. N -0.2794
11. N 0.1724
12. N -0.0463
13. O -0.1367
14. O 0.0463
15. H 0.1048
16. H 0.0997
17. H 0.1226
18. H 0.1291
19. H 0.0075
20. H 0.0959
21. H 0.2372
22. H 0.2034